Entry 1:
{
  "formula": "C6H8N2O",
  "method": "wB97M-V/def2-TZVPD",
  "elements": ["H", "H", "H", "C", "C", "N", "H", "O", "H", "C", "H", "C", "H", "C", "N", "H", "C"],
  "coordinates": [[-1.4627, -2.4258, -0.9255], [-2.8287, 0.0216, 0.0920], [-0.0131, -2.6874, 0.1311], [-2.2876, 0.8862, 0.1282], [2.5543, 1.3132, 0.0654], [-0.3246, -0.8121, -0.1546], [0.2716, 2.4416, -0.2045], [1.8624, -1.5356, 0.0938], [3.2506, 0.5168, 0.0454], [-0.9623, -2.0842, 0.0033], [-2.6025, 1.8921, 0.0960], [1.3291, 0.7472, -0.0079], [-1.5714, -2.1361, 0.8271], [-0.9681, 0.7115, -0.1413], [0.1636, 1.4044, -0.1232], [2.6318, 2.4327, 0.0645], [0.9578, -0.6860, 0.0102]],
  "atomic_forces_ev_per_a": [[0.12, 0.29, 0.58], [-1.90, -1.68, -0.01], [-1.40, -0.18, 0.09], [4.15, 1.15, -1.23], [-2.53, 0.02, -0.23], [-3.54, 3.68, -0.08], [-0.98, -1.46, 0.12], [-1.59, 0.11, 0.10], [1.57, 0.13, 0.22], [2.63, -0.81, -2.61], [-0.97, 0.72, 0.27], [1.52, 0.41, 0.10], [-1.51, -0.12, 1.98], [-0.84, -5.03, 1.46], [-0.15, 4.77, -0.54], [0.51, -1.48, -0.02], [4.89, -0.53, -0.20]],
  "mulliken_charge": [0.27, 0.37, 0.38, -1.13, -1.11, -0.05, 0.26, -0.73, 0.37, -0.96, 0.30, 0.28, 0.37, 0.37, -0.03, 0.23, 0.82],
  "homo_energy_ev": -8.2,
  "e_tot_ha": -418.104469,
  "total_charge": 0,
  "smiles": "C=c1[nH]c(=C)n(C)c1=O",
  "lumo_ev": 0.661
}


Entry 2:
{
  "formula": "C6H12NO",
  "method": "wB97M-V/def2-TZVPD",
  "elements": ["C", "H", "H", "H", "H", "H", "H", "H", "O", "C", "H", "C", "C", "H", "N", "H", "H", "C", "C", "H"],
  "coordinates": [[0.7728, -0.2119, 0.4215], [-0.7083, -2.2811, -2.8711], [1.8456, 1.9619, 0.3419], [0.4787, -0.8653, -2.3914], [1.3752, -0.3798, -0.5523], [-1.1961, 2.1596, 1.5776], [-0.9870, -1.2559, 1.2526], [0.7999, 2.6165, 1.4048], [-2.0806, 0.5101, 1.3904], [-0.6064, -1.9474, -0.8911], [-0.4134, 0.9236, -0.8863], [-1.0958, 1.1888, 1.1573], [-0.1369, -1.5290, 0.3926], [0.7301, 2.9218, -0.2211], [0.8921, 2.2436, 0.4592], [0.4270, -2.3292, 1.0358], [-1.2687, -2.8954, -0.8631], [-0.2468, -1.6126, -2.1290], [-0.0628, 0.9671, 0.1017], [1.4814, -0.1853, 1.2701]],
  "atomic_forces_ev_per_a": [[1.15, -3.34, -3.08], [0.56, 0.92, -0.17], [0.88, -0.37, -0.09], [0.10, 0.26, -0.26], [-0.10, 0.39, 1.70], [0.84, 1.48, 0.94], [1.64, -1.14, -2.73], [-0.39, -0.08, -0.08], [1.78, 0.03, -0.46], [-1.37, -2.93, -1.34], [-0.47, 0.64, -1.40], [-4.43, -0.74, -0.52], [0.42, 1.66, 6.40], [-0.42, 2.03, -1.21], [-0.40, -2.08, -0.64], [-0.79, 1.09, -1.75], [0.85, 1.80, 0.21], [-0.80, -1.01, 0.37], [1.74, 1.13, 4.29], [-0.78, 0.27, -0.21]],
  "mulliken_charge": [-1.20, 0.25, 0.35, 0.25, 0.34, 0.41, 0.27, 0.35, -0.42, -0.02, 0.43, -0.44, -0.38, 0.32, -0.36, 0.32, 0.24, -0.80, 0.59, 0.51],
  "homo_energy_ev": -13.0,
  "e_tot_ha": -365.441038,
  "total_charge": 1,
  "smiles": "C=CCC[C@H]([NH3+])C=O",
  "lumo_ev": -4.073
}


Entry 3:
{
  "formula": "C31H30N8Tl",
  "method": "wB97M-V/def2-TZVPD",
  "elements": ["H", "H", "N", "N", "C", "H", "N", "H", "H", "C", "C", "C", "H", "Tl", "H", "C", "H", "H", "H", "N", "C", "H", "N", "C", "H", "H", "H", "C", "C", "N", "H", "N", "C", "C", "H", "H", "C", "C", "C", "H", "C", "H", "H", "C", "H", "H", "C", "H", "H", "N", "C", "H", "C", "C", "C", "C", "C", "H", "C", "C", "H", "H", "C", "C", "H", "C", "H", "C", "C", "C"],
  "coordinates": [[-0.6131, -2.0552, -3.1201], [2.9864, -0.3873, 4.1982], [2.2303, 1.7620, 0.8624], [-0.2179, -4.0266, -3.6294], [4.1161, 0.9210, -2.2104], [3.2332, -0.0584, 1.0259], [-0.9453, -3.3003, -1.5246], [-0.7118, -6.6251, -1.5463], [-4.5029, -0.4458, -1.3496], [-0.1197, 5.8869, 0.3166], [-2.4839, -2.4919, 0.1478], [3.1088, 2.1388, -0.2499], [-1.4672, -0.6824, 2.2068], [0.1136, 0.8143, -0.0586], [1.5464, 5.6529, 1.6611], [-2.4465, -3.8195, 0.7719], [3.5992, 1.0572, 2.3344], [-4.9758, 1.9458, 0.8080], [4.1446, 2.2604, 0.0802], [-2.2124, 1.0442, -0.3934], [-0.2919, -1.1878, 3.9366], [-1.7567, 5.7429, -1.0817], [0.4933, -0.0478, 1.9987], [0.9771, -1.1012, 4.4960], [1.3803, 2.5991, 2.5826], [0.1094, -6.0527, -3.8481], [1.1717, -1.5058, 5.4807], [-1.6743, -4.7781, 0.2493], [2.7454, -0.5221, -3.5321], [-0.0093, 3.1348, 0.0935], [5.0591, 1.4097, -2.0030], [-1.0572, -0.8521, -1.1222], [-1.1900, -2.1212, -0.5260], [-1.0108, 5.2138, -0.5059], [-4.4548, 0.7128, 1.9374], [4.8109, -0.1045, -3.9641], [3.0313, 1.1487, -1.3849], [1.8455, 2.9359, 1.6523], [-4.0921, 1.4469, 1.2159], [-1.6360, -5.7757, 0.6640], [-1.0472, -4.5690, -1.0512], [-4.4744, -2.0476, 0.6264], [-0.1571, 6.9649, 0.4038], [-3.5750, -1.7328, 0.1066], [-2.3486, 0.2666, -2.3757], [-0.3790, -2.3011, 0.1882], [3.9743, 0.0782, -3.3027], [-3.0795, -4.0255, 1.6271], [-3.4696, 2.1889, 1.7136], [1.8480, 0.5514, -1.5987], [-2.2647, -0.0916, -1.3472], [-1.1109, -1.6537, 4.4658], [0.8593, 3.7841, 0.8840], [-0.4942, -0.6496, 2.6857], [-3.6282, -0.4779, -0.6994], [-0.6533, -5.6006, -1.8857], [1.7212, 0.0360, 2.5287], [2.5874, -1.1793, -4.3757], [-0.9262, 3.8399, -0.5887], [1.7135, -0.2657, -2.6540], [2.7806, 3.1112, -0.6254], [-1.6006, 3.2743, -1.2141], [0.8298, 5.1594, 1.0177], [-0.2253, -5.2833, -3.1629], [2.7189, 3.5331, 1.9304], [2.7939, 0.6924, 1.6898], [0.7325, -0.7022, -2.7625], [1.9912, -0.4802, 3.7836], [-3.3695, 0.7792, 0.1195], [-0.5805, -3.0863, -2.7972]],
  "atomic_forces_ev_per_a": [[0.00, -0.06, 0.00], [0.00, -0.01, 0.00], [0.09, -0.02, 0.13], [-0.04, -0.03, 0.09], [0.03, 0.02, -0.02], [0.00, 0.00, 0.00], [0.00, 0.05, -0.01], [0.02, 0.00, -0.01], [0.00, -0.05, 0.00], [-0.02, 0.02, -0.02], [-0.02, -0.16, 0.07], [-0.04, -0.07, 0.01], [0.03, 0.01, -0.01], [0.38, 0.21, -0.47], [-0.01, -0.01, 0.00], [0.00, 0.10, 0.01], [-0.01, 0.01, 0.02], [-0.01, 0.00, 0.02], [0.00, -0.03, 0.01], [-0.62, 0.29, -0.10], [0.00, -0.01, 0.02], [0.00, 0.00, 0.00], [-0.11, -0.32, 0.33], [0.01, 0.00, 0.01], [-0.01, -0.02, -0.01], [-0.02, 0.00, -0.01], [0.00, 0.00, 0.00], [0.05, -0.03, -0.09], [-0.02, -0.02, -0.03], [-0.07, 0.23, -0.01], [0.00, 0.00, -0.01], [-0.18, -0.03, 0.16], [0.09, -0.15, -0.12], [0.00, 0.03, -0.01], [0.00, 0.01, 0.01], [-0.01, 0.00, 0.00], [-0.14, -0.01, 0.05], [-0.03, 0.01, -0.01], [-0.05, 0.00, -0.09], [0.00, 0.00, 0.00], [-0.04, 0.00, 0.11], [0.00, 0.01, 0.00], [0.00, -0.01, 0.00], [-0.09, 0.06, -0.04], [0.01, -0.04, -0.01], [0.02, 0.00, 0.03], [0.01, 0.01, 0.01], [0.00, 0.00, -0.01], [0.01, 0.00, -0.02], [0.28, -0.01, -0.18], [0.05, -0.03, 0.04], [0.01, 0.00, 0.00], [-0.02, -0.11, 0.01], [0.03, 0.06, -0.02], [0.11, 0.06, 0.11], [-0.02, -0.01, 0.00], [0.00, 0.02, -0.02], [0.00, 0.00, 0.00], [0.10, -0.06, 0.01], [-0.06, 0.08, 0.08], [0.00, 0.00, 0.00], [-0.04, -0.02, 0.00], [0.03, 0.00, 0.00], [0.05, 0.03, -0.05], [0.00, 0.01, -0.01], [0.00, 0.03, -0.05], [0.06, 0.02, -0.03], [0.02, 0.01, 0.03], [0.21, -0.12, 0.08], [0.01, 0.05, -0.01]],
  "mulliken_charge": [0.79, 0.53, 0.01, -0.55, -1.14, 0.41, 0.04, 0.46, 0.69, -0.38, 0.80, -0.93, 0.45, 2.49, 0.52, -1.20, 0.49, 0.40, 0.43, -0.07, -1.05, 0.46, 0.09, -0.50, 0.43, 0.43, 0.47, -1.05, -0.88, -0.04, 0.51, -0.13, -0.09, -0.95, 0.35, 0.48, 0.75, -0.96, -1.41, 0.49, 1.12, 0.54, 0.47, -1.01, 0.31, 0.23, -0.41, 0.55, 0.29, 0.01, -0.76, 0.50, 0.87, -0.07, 0.49, -0.81, 0.91, 0.50, -0.29, 0.01, 0.42, 0.54, -1.05, -0.28, 0.44, -1.01, 0.23, -1.10, -0.16, -0.13],
  "homo_energy_ev": -16.9,
  "e_tot_ha": -1808.898900,
  "total_charge": 3,
  "lumo_ev": -8.602
}